(1)
{
  "formula": "C23H25BrCuN5O3S",
  "method": "ωB97M-V with the def2-TZVPD basis set",
  "homo_lumo_gap_ev": [8.4, 7.9],
  "molar_mass_g_mol": 595.0,
  "de_lowest_kcal_mol": 0.7,
  "fmax_ev_per_a": 0.43,
  "total_charge": 1,
  "spin_multiplicity": 2,
  "symbols": ["Cu", "C", "C", "N", "N", "C", "N", "S", "C", "C", "C", "C", "C", "N", "H", "H", "H", "H", "H", "H", "H", "H", "H", "H", "O", "C", "C", "C", "C", "C", "C", "C", "C", "N", "H", "H", "H", "H", "H", "H", "H", "H", "H", "H", "H", "Br", "C", "C", "C", "C", "C", "C", "C", "O", "O", "H", "H", "H", "H"],
  "xyz": [[-0.62, 0.21, 0.99], [3.64, -0.25, -0.72], [2.21, 0.03, -0.38], [1.67, -0.03, 0.77], [2.33, -0.51, 1.86], [1.62, -0.74, 2.99], [2.26, -1.43, 3.93], [0.07, -0.14, 3.28], [1.27, 0.41, -1.47], [1.69, 0.50, -2.79], [0.76, 0.81, -3.77], [-0.56, 1.01, -3.41], [-0.90, 0.91, -2.07], [-0.01, 0.61, -1.12], [4.25, -0.52, 0.14], [4.08, 0.64, -1.18], [3.70, -1.07, -1.44], [3.14, -1.10, 1.68], [3.09, -1.96, 3.71], [1.74, -1.71, 4.74], [2.72, 0.33, -3.05], [1.07, 0.88, -4.80], [-1.32, 1.25, -4.14], [-1.92, 1.05, -1.73], [-2.78, -0.05, 0.29], [-3.93, -0.10, 1.14], [-4.17, 1.27, 1.73], [-2.97, 1.76, 2.56], [-2.02, 2.68, 1.85], [-2.29, 4.05, 1.82], [-1.39, 4.92, 1.23], [-0.22, 4.41, 0.69], [-0.03, 3.05, 0.73], [-0.91, 2.20, 1.28], [-2.51, -0.96, 0.07], [-3.76, -0.83, 1.94], [-4.80, -0.43, 0.56], [-5.05, 1.20, 2.37], [-4.41, 1.98, 0.94], [-2.42, 0.90, 2.95], [-3.33, 2.30, 3.44], [-3.19, 4.42, 2.29], [-1.59, 5.98, 1.22], [0.53, 5.05, 0.25], [0.86, 2.59, 0.32], [3.34, -3.60, 0.39], [2.03, -3.48, -0.99], [2.45, -3.90, -2.24], [1.58, -3.86, -3.32], [0.29, -3.39, -3.14], [-0.11, -2.95, -1.89], [0.74, -2.99, -0.78], [0.24, -2.49, 0.56], [0.76, -2.86, 1.59], [-0.77, -1.67, 0.48], [3.46, -4.27, -2.36], [1.91, -4.20, -4.29], [-0.41, -3.36, -3.97], [-1.11, -2.57, -1.74]],
  "mulliken_charge": [0.527, -2.060, 0.747, 0.508, -0.795, 0.602, -0.377, -0.588, 0.838, -0.825, -0.798, -0.818, -0.579, 0.857, 0.474, 0.498, 0.378, 0.153, 0.200, 0.260, 0.514, 0.451, 0.486, 0.427, -0.233, -0.699, -0.672, -0.904, 0.949, -0.798, -0.386, -1.023, -0.049, 0.646, 0.309, 0.377, 0.376, 0.382, 0.393, -0.215, 0.606, 0.488, 0.426, 0.475, 0.243, -0.070, -0.215, -0.520, -0.570, -0.759, -0.189, 0.864, 0.145, -0.539, -0.668, 0.455, 0.426, 0.453, 0.417]
}

(2)
{
  "formula": "C23H25BrN5O2Y",
  "method": "ωB97M-V with the def2-TZVPD basis set",
  "homo_lumo_gap_ev": 7.4,
  "molar_mass_g_mol": 572.3,
  "fmax_ev_per_a": 0.43,
  "total_charge": 2,
  "symbols": ["Y", "O", "C", "C", "C", "C", "C", "C", "C", "N", "N", "C", "O", "C", "C", "C", "C", "C", "C", "H", "H", "H", "H", "H", "H", "H", "H", "H", "H", "Br", "C", "C", "C", "C", "C", "N", "H", "H", "H", "H", "N", "C", "C", "N", "C", "C", "H", "H", "H", "H", "H", "H", "H", "H", "H", "H", "H"],
  "xyz": [[-0.91, -1.02, -0.62], [-2.84, -0.29, -0.73], [-3.59, 0.78, -0.99], [-4.98, 0.70, -0.99], [-5.75, 1.81, -1.27], [-5.16, 3.04, -1.55], [-3.78, 3.14, -1.55], [-2.98, 2.03, -1.28], [-1.55, 2.21, -1.29], [-0.67, 1.30, -1.05], [0.66, 1.75, -1.05], [1.50, 0.76, -1.05], [1.12, -0.51, -1.05], [2.95, 1.04, -0.98], [3.85, -0.01, -0.85], [5.21, 0.25, -0.75], [5.67, 1.55, -0.77], [4.77, 2.61, -0.90], [3.42, 2.36, -1.00], [-5.44, -0.26, -0.77], [-6.82, 1.72, -1.27], [-5.77, 3.91, -1.77], [-3.31, 4.09, -1.78], [-1.18, 3.21, -1.51], [3.48, -1.03, -0.85], [5.91, -0.58, -0.67], [6.73, 1.75, -0.70], [5.14, 3.63, -0.94], [2.71, 3.17, -1.12], [-2.28, -3.51, 0.78], [-1.20, -4.26, -0.61], [-1.19, -5.62, -0.83], [-0.37, -6.08, -1.85], [0.38, -5.18, -2.59], [0.30, -3.83, -2.29], [-0.50, -3.37, -1.30], [-1.79, -6.29, -0.23], [-0.32, -7.14, -2.07], [1.03, -5.51, -3.39], [0.87, -3.09, -2.82], [1.02, 1.48, 3.61], [-0.48, 1.54, 3.44], [-0.84, 1.02, 2.06], [-0.34, -0.35, 1.80], [1.12, -0.42, 2.05], [1.52, 0.07, 3.43], [1.29, 1.84, 4.53], [1.46, 2.09, 2.91], [-0.80, 2.57, 3.57], [-0.91, 0.93, 4.24], [-0.43, 1.67, 1.30], [-1.93, 1.03, 1.95], [-0.80, -1.00, 2.43], [1.63, 0.18, 1.29], [1.47, -1.44, 1.93], [2.60, 0.08, 3.54], [1.08, -0.52, 4.23]],
  "mulliken_charge": [1.539, -0.501, 0.486, -0.626, -0.414, -0.803, -0.849, 0.721, -0.328, 0.273, -0.753, 0.291, -0.870, 0.741, -0.257, -0.742, -0.422, -0.656, -0.391, 0.446, 0.404, 0.428, 0.390, 0.365, 0.438, 0.428, 0.415, 0.425, 0.476, -0.173, 0.687, -0.698, -0.135, -0.784, -0.193, -0.248, 0.418, 0.434, 0.420, 0.494, -0.094, -0.993, -0.561, -0.139, -0.232, -0.973, 0.363, 0.383, 0.472, 0.388, 0.249, 0.549, 0.373, -0.018, 0.505, 0.478, 0.368]
}

(3)
{
  "formula": "C23H25ClN6O2",
  "method": "ωB97M-V with the def2-TZVPD basis set",
  "homo_lumo_gap_ev": 8.1,
  "molar_mass_g_mol": 452.9,
  "smiles": "COc1ccc(Nc2nc(C(C)(C)C)nc3c2nnn3Cc2ccccc2Cl)cc1OC",
  "fmax_ev_per_a": 1.57,
  "symbols": ["C", "O", "C", "C", "C", "C", "N", "C", "N", "C", "C", "C", "C", "C", "N", "C", "C", "N", "N", "N", "C", "C", "C", "C", "C", "C", "C", "Cl", "C", "C", "O", "C", "H", "H", "H", "H", "H", "H", "H", "H", "H", "H", "H", "H", "H", "H", "H", "H", "H", "H", "H", "H", "H", "H", "H", "H", "H"],
  "xyz": [[-7.56, 1.27, 2.31], [-6.53, 0.88, 3.18], [-5.28, 0.57, 2.73], [-4.39, 0.20, 3.73], [-3.08, -0.14, 3.46], [-2.62, -0.12, 2.15], [-1.30, -0.47, 1.91], [-0.58, -0.53, 0.77], [-1.08, -0.20, -0.42], [-0.32, -0.28, -1.52], [-1.00, 0.11, -2.81], [-2.17, -0.85, -3.04], [-0.03, 0.04, -3.98], [-1.52, 1.55, -2.65], [0.94, -0.68, -1.59], [1.46, -1.00, -0.40], [0.76, -0.95, 0.83], [1.62, -1.36, 1.80], [2.73, -1.64, 1.27], [2.69, -1.45, -0.06], [3.83, -1.66, -0.91], [4.45, -0.34, -1.30], [3.85, 0.43, -2.29], [4.36, 1.66, -2.64], [5.50, 2.14, -2.01], [6.11, 1.39, -1.02], [5.58, 0.16, -0.66], [6.37, -0.74, 0.59], [-3.50, 0.25, 1.13], [-4.81, 0.60, 1.40], [-5.69, 0.96, 0.41], [-5.24, 0.99, -0.92], [-8.42, 1.45, 2.95], [-7.31, 2.20, 1.78], [-7.80, 0.50, 1.58], [-4.76, 0.19, 4.74], [-2.42, -0.43, 4.27], [-0.77, -0.74, 2.73], [-2.82, -0.86, -2.17], [-1.80, -1.86, -3.20], [-2.74, -0.54, -3.91], [0.79, 0.74, -3.84], [-0.55, 0.30, -4.91], [0.38, -0.96, -4.08], [-0.69, 2.24, -2.53], [-2.09, 1.84, -3.53], [-2.16, 1.62, -1.78], [4.53, -2.28, -0.35], [3.49, -2.19, -1.81], [2.95, 0.05, -2.76], [3.88, 2.25, -3.41], [5.91, 3.10, -2.28], [6.99, 1.76, -0.52], [-3.11, 0.26, 0.13], [-6.11, 1.30, -1.51], [-4.43, 1.71, -1.07], [-4.92, 0.00, -1.26]],
  "mulliken_charge": [-0.680, -0.500, 0.205, -0.789, -0.824, -0.433, -0.092, -0.899, -0.173, -0.922, 2.623, -1.599, -1.983, -1.538, -0.355, 0.624, 1.568, -0.342, -1.087, 0.981, -1.609, 0.333, 0.022, -0.873, -0.348, -0.603, 0.510, -0.227, 0.643, 1.241, -0.524, -0.794, 0.300, 0.244, 0.245, 0.419, 0.395, 0.244, 0.172, 0.396, 0.453, 0.232, 0.493, 0.353, 0.397, 0.453, 0.154, 0.540, 0.343, 0.536, 0.384, 0.383, 0.409, 0.014, 0.325, 0.279, 0.280]
}

(4)
{
  "formula": "C23H25F9KN7O2",
  "method": "ωB97M-V with the def2-TZVPD basis set",
  "homo_lumo_gap_ev": 8.7,
  "molar_mass_g_mol": 641.6,
  "de_lowest_kcal_mol": 8.8,
  "fmax_ev_per_a": 2.00,
  "symbols": ["K", "C", "N", "C", "N", "C", "N", "C", "N", "C", "C", "H", "H", "H", "H", "H", "H", "H", "H", "H", "H", "H", "H", "C", "C", "C", "C", "C", "N", "C", "O", "N", "C", "C", "C", "C", "N", "C", "C", "C", "H", "H", "H", "H", "H", "H", "H", "H", "H", "H", "H", "H", "H", "F", "C", "F", "F", "C", "O", "C", "F", "F", "F", "C", "F", "F", "F"],
  "xyz": [[0.19, -0.11, 0.15], [-2.90, -1.11, -1.65], [-2.37, -0.88, -0.29], [-3.22, 0.13, 0.36], [-4.62, -0.29, 0.42], [-5.09, -0.54, -0.94], [-4.29, -1.56, -1.63], [-4.35, -2.79, -0.84], [-3.87, -2.61, 0.53], [-2.49, -2.14, 0.47], [-4.68, -1.56, 1.16], [-2.28, -1.86, -2.14], [-2.83, -0.17, -2.21], [-3.16, 1.07, -0.20], [-2.85, 0.30, 1.38], [-5.04, 0.40, -1.51], [-6.13, -0.87, -0.91], [-3.75, -3.56, -1.33], [-5.39, -3.14, -0.81], [-1.86, -2.90, 0.00], [-2.11, -1.97, 1.48], [-4.32, -1.40, 2.18], [-5.72, -1.90, 1.21], [4.68, 3.80, 0.03], [3.26, 4.22, 0.32], [2.56, 3.69, 1.40], [1.24, 4.05, 1.64], [0.61, 4.98, 0.82], [-0.74, 5.33, 1.10], [-1.71, 5.77, 0.24], [-2.62, 6.48, 0.61], [-1.63, 5.38, -1.10], [-1.19, 4.19, -1.67], [-1.10, 4.10, -3.06], [-0.66, 2.93, -3.64], [-0.29, 1.88, -2.83], [-0.38, 1.94, -1.50], [-0.85, 3.05, -0.94], [1.31, 5.55, -0.24], [2.62, 5.16, -0.48], [5.14, 3.35, 0.91], [5.29, 4.65, -0.28], [4.71, 3.06, -0.77], [3.04, 2.97, 2.05], [0.70, 3.61, 2.47], [-0.96, 5.57, 2.06], [-2.29, 5.91, -1.64], [-1.38, 4.96, -3.67], [-0.58, 2.85, -4.72], [0.10, 0.96, -3.25], [-0.95, 3.04, 0.14], [0.83, 6.29, -0.87], [3.15, 5.60, -1.32], [2.44, -2.91, 3.28], [2.21, -1.60, 3.43], [2.95, -0.96, 2.50], [2.70, -1.24, 4.63], [0.70, -1.27, 3.24], [0.36, -1.28, 1.96], [-0.15, -2.30, 4.06], [-0.22, -3.47, 3.43], [0.33, -2.53, 5.30], [-1.41, -1.85, 4.20], [0.43, 0.16, 3.83], [0.42, 0.24, 5.17], [1.37, 1.02, 3.39], [-0.74, 0.64, 3.39]],
  "mulliken_charge": [0.854, -0.851, 0.580, -0.674, 0.073, -0.720, 0.042, -0.675, 0.111, -1.014, -0.709, 0.324, 0.270, 0.304, 0.134, 0.338, 0.343, 0.341, 0.342, 0.370, 0.330, 0.325, 0.354, -1.462, 0.799, -0.759, -0.265, -0.093, 0.011, 0.199, -0.675, -0.066, -0.088, -0.435, -0.743, -0.646, 0.269, -0.379, -0.289, -0.720, 0.368, 0.390, 0.270, 0.387, 0.505, 0.270, 0.265, 0.454, 0.433, 0.398, 0.835, 0.491, 0.391, -0.263, 0.547, -0.220, -0.281, 0.866, -0.936, 0.583, -0.244, -0.279, -0.267, 0.367, -0.286, -0.262, -0.232]
}